Record 1
Here is a single C17H19N3O4S molecule at a distorted geometry from the OMol25 dataset. Energies are from ωB97M-V/def2-TZVPD.

Last column: Mulliken charge in e.
Atoms and positions in Å:
C -6.699764 -2.712161 0.612061  -1.425
C -5.779771 -1.509877 0.754636  -0.260
O -4.729177 -1.660551 -0.180069  -0.387
C -3.772811 -0.699593 -0.257994  0.545
C -2.775108 -0.910399 -1.213655  -0.714
C -1.760846 0.004001 -1.379497  -0.445
C -1.712378 1.155384 -0.593951  0.464
C -2.698874 1.367504 0.358818  -0.722
C -3.720399 0.448124 0.525622  -0.370
H -4.470967 0.644703 1.274269  0.376
H -2.669134 2.250968 0.974205  0.451
N -0.664235 2.058078 -0.828063  0.001
C -0.292090 3.119037 -0.079078  0.475
O -0.803488 3.485662 0.957408  -0.638
C 0.898212 3.859283 -0.676525  -0.910
H 0.661926 4.221255 -1.677329  0.467
H 1.174435 4.694443 -0.036935  0.441
S 2.399749 2.794381 -0.879824  0.391
O 1.930254 1.632436 -1.665911  -0.684
C 2.454043 2.176847 0.864889  -0.650
C 3.550992 1.131827 1.019552  0.467
O 4.450746 1.262739 1.817256  -0.620
N 3.376332 0.077247 0.182396  0.024
C 4.192408 -1.045009 0.037556  0.545
C 5.242418 -1.361354 0.896265  -0.386
C 5.969076 -2.513817 0.648751  -0.411
C 5.625049 -3.305806 -0.435592  -0.328
N 4.627139 -3.010860 -1.253272  -0.580
C 3.933387 -1.916231 -1.024347  -0.376
H 3.128751 -1.709750 -1.719900  0.397
H 6.164644 -4.214152 -0.666120  0.362
H 6.789984 -2.788800 1.292436  0.377
H 5.480235 -0.717313 1.726736  0.490
H 2.666785 0.177410 -0.540170  0.063
H 1.482151 1.747745 1.105900  0.368
H 2.666699 3.023364 1.513357  0.434
H -0.026409 1.778055 -1.569854  0.181
H -0.995017 -0.168924 -2.122179  0.382
H -2.821309 -1.803680 -1.815590  0.415
H -6.333476 -0.582219 0.553000  0.364
H -5.373304 -1.462139 1.774541  0.357
H -7.521901 -2.634133 1.317600  0.417
H -7.097973 -2.756660 -0.397839  0.326
H -6.147005 -3.627080 0.806450  0.327

Force components x, y, z for each atom (eV/Å):
C 0.3383 0.3034 -0.0480
C -0.3005 -0.0412 0.2094
O 0.0715 -0.1284 -0.1429
C 0.1963 0.1581 -0.0452
C -0.1914 -0.0187 0.1321
C -0.0528 0.0835 0.1226
C -0.3650 -0.1259 0.2799
C 0.1973 0.1512 -0.0562
C -0.2581 -0.3620 -0.0592
H -0.0823 -0.0140 0.0577
H 0.0079 0.0180 0.0133
N 0.0688 -0.0884 -0.3613
C 0.3391 0.0045 -0.2596
O -0.1196 0.1099 0.2034
C 0.4680 -0.1909 0.1106
H 0.1307 -0.0037 -0.0496
H -0.0391 0.0193 0.0302
S -0.4982 0.7895 1.2425
O -0.0802 -0.8466 -0.9493
C 0.1450 0.3969 -0.4169
C -0.2041 0.1115 -0.2304
O 0.1120 0.0331 0.1960
N -0.2442 -0.1273 -0.2756
C 0.4434 -0.3939 0.1193
C -0.0252 0.0575 0.0167
C -0.1577 -0.0173 -0.1756
C 0.2824 -0.0853 0.2284
N -0.1150 -0.2288 -0.3220
C -0.0752 0.3322 0.1891
H -0.1351 0.1189 -0.0304
H 0.1064 -0.0603 0.0594
H 0.0684 -0.0361 0.0430
H -0.0089 0.0129 0.0031
H 0.0389 0.1267 0.2026
H -0.0965 0.0201 -0.0714
H 0.0368 -0.0116 0.0433
H -0.0248 0.2070 0.2104
H 0.0823 -0.0351 -0.0946
H 0.0031 -0.1070 -0.0813
H 0.1155 -0.0590 0.0506
H -0.0188 0.0666 -0.1207
H -0.0945 -0.0127 0.0660
H -0.0775 -0.0223 -0.0771
H 0.0123 -0.1045 0.0379

Properties
DFT total energy: -1522.63636 a.u.
net charge: 0
ΔE to the lowest compared entry with this formula, charge and spin: 152.7 kJ/mol
frontier orbital gap: 8.552 eV

***

Record 2
Here is a molecular structure, C17H19N5O2W at a distorted geometry from the OMol25 dataset. Energies are from ωB97M-V/def2-TZVPD.

Last column: Löwdin spin population.
Atoms and positions in Å:
N 1.558425 -0.531589 1.606803  0.020
C 2.502126 -1.187750 1.770896  0.011
C 3.663200 -1.963808 2.087219  0.002
H 4.353420 -1.372181 2.692161  0.000
H 4.202802 -2.267655 1.184129  0.000
H 3.370389 -2.846051 2.665937  0.001
N -1.083314 -1.464170 -2.823667  0.008
C -1.847555 -2.095473 -3.427966  0.022
C -2.822800 -2.871305 -4.124129  0.004
H -2.278916 -3.436849 -4.881830  -0.001
H -3.502670 -2.181016 -4.635717  0.004
H -3.367001 -3.547324 -3.460103  0.001
N -0.475686 1.848080 1.643707  0.022
C -0.977116 2.888269 1.560940  0.014
C -1.555015 4.204827 1.476047  0.002
H -2.645415 4.161072 1.558539  0.000
H -1.283786 4.691269 0.532424  0.001
H -1.188159 4.840026 2.287451  0.000
W 0.027555 -0.160346 -1.702131  0.705
C -1.803745 0.503701 -0.747603  0.004
O -2.855567 0.912774 -0.429637  0.014
C -0.114691 -1.813048 -0.146022  0.015
O 0.238674 -2.911955 -0.023425  0.032
C 2.131478 -0.297510 -2.287635  0.047
C 1.933486 0.569246 -1.212570  0.059
C 1.011463 1.628039 -1.316658  0.004
C 0.306252 1.803853 -2.519827  -0.005
C 0.414999 0.860853 -3.541251  0.040
C 1.328503 -0.199362 -3.427524  0.038
H 2.870689 -1.078040 -2.222597  0.003
H 2.572572 0.503592 -0.338774  0.003
H 0.921141 2.343388 -0.502773  -0.002
H -0.394484 2.620791 -2.597607  0.001
H -0.153030 0.959952 -4.453597  0.002
H 1.479223 -0.856386 -4.258919  0.004
N 0.055399 -0.482585 4.328022  0.054
C -0.860705 0.545083 4.379589  0.332
C -1.753971 0.317376 3.324731  0.296
N -1.410590 -0.854442 2.688702  0.002
C -0.297243 -1.281810 3.256526  0.225
H 0.904713 -0.538587 4.902824  -0.001
H -0.779418 1.336266 5.108217  0.009
H -2.629450 0.878386 3.029248  0.006
H 0.233817 -2.177604 2.997846  0.005

Force components x, y, z for each atom (eV/Å):
N 0.8500 -0.7281 -0.5167
C -0.8703 0.9564 0.1320
C 0.7286 -0.4700 0.1366
H -0.0387 0.0625 0.0322
H -0.1402 -0.0721 0.1213
H 0.0977 0.0077 -0.1452
N -0.9324 -0.4042 -0.6761
C -0.0648 0.0258 0.5880
C 0.2460 0.2119 -0.4654
H -0.0525 -0.3061 -0.1817
H -0.1366 -0.0546 0.0461
H 0.0340 0.0198 0.1143
N -0.3431 0.5757 -0.5030
C 0.5316 -0.4351 0.1863
C -0.3627 0.7150 -0.0037
H 0.1100 -0.0409 -0.0657
H -0.0614 -0.1111 0.1265
H 0.0601 -0.1229 -0.0151
W -5.0496 -5.0531 4.4111
C -6.7559 2.7976 1.3011
O 5.9381 -2.3703 -1.5381
C 2.4123 -5.4438 -0.0939
O -2.0332 4.7961 0.1219
C 1.8965 -0.1700 -0.6411
C 2.8747 0.8366 0.3166
C 0.9308 2.3183 0.6333
C -0.0618 1.8937 -1.0852
C 0.1088 1.9039 -1.8233
C 1.3724 -0.0696 -0.8102
H 0.2121 -0.2113 0.0061
H -0.3053 -0.1907 0.0548
H -0.1952 -0.1824 -0.0322
H -0.0814 0.2088 -0.2044
H -0.2815 0.1109 -0.0326
H -0.1325 -0.5938 -0.2187
N -0.6833 1.5145 0.0885
C 2.4368 -1.1353 1.0019
C -0.4791 -2.3236 -1.5075
N -0.2500 1.1400 -0.1555
C -0.8892 0.6528 0.9978
H -0.5896 -0.1096 -0.1656
H -0.1172 0.0567 0.0859
H 0.0790 -0.0347 0.2504
H -0.0121 -0.1714 0.1284

Properties
DFT total energy: -1148.76355 a.u.
spin multiplicity: 3
expectation value of S²: 2.45
net charge: +4
ΔE to the lowest compared entry with this formula, charge and spin: 33.6 kJ/mol
frontier orbital gap (spin up / spin down): 4.984 / 6.217 eV